[1]
The following is a quantum chemistry calculation of a structure of composition C34H76InO, from OMol25.

Last column: Mulliken charge in e.
Atoms and positions in Å:
H -3.73 -2.76 -2.08  0.346
H 2.16 1.54 2.67  0.292
H -1.96 -0.36 -1.07  -0.134
H -5.77 2.54 4.99  0.367
C 8.27 2.18 -2.70  -1.359
H -2.52 -0.77 3.71  0.176
H -3.05 -0.38 1.24  0.352
H 2.22 -2.46 0.05  0.331
H 0.04 -0.14 -6.21  0.296
C 6.85 0.13 -0.81  -0.825
H 8.24 3.07 -2.06  0.315
H 6.07 2.11 -1.00  0.421
C 0.50 -0.81 -5.47  -0.697
H -4.27 3.88 -1.28  -0.416
H -4.96 -1.67 5.27  0.423
C -5.30 0.45 5.31  -0.517
H -7.14 1.47 4.74  0.393
H 8.94 1.45 -2.23  0.296
H -2.51 1.06 -2.98  0.194
H -4.68 1.38 1.35  0.422
C -3.29 0.92 -2.23  -1.431
H -7.71 -0.74 4.33  0.355
H -2.28 -2.10 -2.18  0.111
O -3.87 -1.09 -1.03  -0.404
C -0.34 -2.96 2.37  -1.074
H 6.25 -0.06 0.08  0.357
C 6.16 1.22 -1.63  -0.125
C 1.65 -0.86 1.37  1.267
H 5.98 -2.82 -2.46  0.415
H 0.50 1.62 2.12  -0.397
H 0.94 3.80 2.92  0.429
C -3.34 -1.78 -2.39  -1.035
H -0.37 -3.96 2.79  0.479
H 1.19 1.93 -0.21  0.400
H 0.27 -2.36 3.05  0.495
C -2.70 1.47 2.23  -0.136
C 2.00 -0.91 -5.70  -0.830
H -5.85 1.55 3.53  0.182
C 2.76 0.41 -5.56  -0.413
H 2.11 2.05 -8.58  0.385
H 5.13 -2.06 -1.12  0.160
C 6.88 1.61 -2.92  -0.470
H 2.86 2.44 -6.26  0.376
H 0.49 0.66 -3.86  0.338
C -6.84 -2.33 7.31  -1.188
H 3.20 -0.19 0.05  -0.006
C -7.59 -1.37 6.38  -0.433
H -1.88 2.18 2.34  0.010
H -8.65 -1.64 6.37  0.393
H 2.51 3.89 2.11  0.450
H 1.84 0.34 -8.26  0.287
H -2.14 -2.38 1.35  0.380
H 2.18 -1.33 -6.70  0.348
C 1.74 -2.37 1.03  -1.270
C 1.50 3.50 2.04  -1.679
H 5.14 0.92 -1.86  -0.009
H -3.11 1.32 3.24  0.015
C -1.81 -0.88 2.88  -0.354
C -2.21 0.09 1.75  0.431
H 0.43 -4.03 0.67  0.523
H 7.82 0.49 -0.45  0.366
H -0.96 -0.33 -3.95  0.091
H -4.22 0.63 5.18  0.323
H 5.21 -1.25 -2.69  0.096
H 1.03 3.94 1.17  0.313
H -5.79 -2.06 7.39  0.282
C -3.80 2.03 1.34  -1.506
H 7.61 -1.87 -0.88  0.363
H 0.61 -0.62 1.57  -1.120
H 3.82 0.22 -5.76  0.403
C 0.12 -0.35 -4.07  -0.644
H 2.71 0.76 -4.53  0.187
C 1.51 1.97 1.90  0.646
C 7.07 -1.19 -1.55  -0.469
H -7.54 -0.35 6.79  0.239
H -1.35 0.21 1.09  -0.520
H -5.36 -0.98 3.72  0.161
H -7.27 -2.31 8.31  0.379
C -5.62 -0.95 4.78  -0.320
H -4.28 0.76 -2.65  0.412
H -0.25 -2.46 0.23  -0.073
C 1.92 1.56 0.50  -0.723
C -2.94 -0.33 -1.57  1.306
H 3.48 1.00 -8.21  0.290
H 2.42 -1.62 -4.99  0.347
C -1.77 -2.34 2.38  -0.822
C -6.06 1.56 4.60  -1.230
H -1.51 3.27 -0.71  -0.480
H 0.53 -1.02 -3.31  0.204
H -5.49 0.50 6.39  0.419
H 2.37 -2.90 1.73  0.396
C 2.28 1.53 -6.48  -0.479
H 1.55 -0.22 -0.64  -0.315
H 6.93 0.75 -3.59  0.251
In -3.16 2.59 -0.71  0.885
H -6.91 -3.35 6.94  0.289
H 7.71 -1.04 -2.42  0.265
C 5.77 -1.87 -1.98  -0.835
H 2.86 2.07 0.27  0.289
H -7.18 -2.39 4.54  0.394
H 8.73 2.47 -3.65  0.390
C 0.33 -2.99 0.98  -0.249
H -0.81 -0.63 3.24  0.499
C 2.15 0.03 0.23  0.117
H 1.24 1.78 -6.27  0.269
C -7.07 -1.38 4.94  -0.904
H 0.06 -1.79 -5.65  0.383
H -4.12 2.96 1.82  0.523
H -2.44 -2.98 2.96  0.433
C 2.44 1.21 -7.97  -1.229
H 2.20 -0.68 2.29  0.293
H 6.27 2.36 -3.44  0.407

Values from the calculation:
**Net charge**: -1
**Gap between HOMO and LUMO**: 0.2536 Ha
**E**: -1606.23261 hartree

[2]
The following is a quantum chemistry calculation of a structure of composition C44H65Ge2N5O2PbS3Si, from OMol25.

Last column: Mulliken charge in e.
Atoms and positions in Å:
C 1.73 3.53 1.06  -0.029
H 1.15 5.30 -2.89  0.430
C -1.17 5.32 -5.37  -0.396
H -2.02 1.66 5.86  0.613
H -1.60 -4.33 0.93  0.275
C 2.00 -5.64 0.33  0.428
H 3.36 2.57 5.30  0.461
H 6.06 -0.72 1.34  0.314
C 2.98 -6.54 0.76  -0.668
H -1.91 -3.70 2.53  0.395
H -6.16 -0.64 -1.59  0.476
C 1.94 2.63 2.23  0.391
H -3.10 -3.44 -0.57  -0.024
H 3.94 -6.17 1.08  0.343
Si -3.76 -1.14 -1.20  0.603
H 5.70 -2.32 1.98  0.266
H 2.31 1.29 -0.96  0.037
H -4.02 1.62 4.13  0.524
C 2.80 2.24 4.43  -1.036
H -1.33 5.69 -6.37  0.407
S -1.92 0.52 3.76  0.225
H 2.45 2.06 -5.16  0.476
H 0.79 6.18 -5.19  0.401
H 1.06 -0.36 3.19  -0.230
N -1.33 0.51 -3.20  0.723
O -2.46 -0.33 -0.70  -0.098
H -0.47 -7.88 -0.33  0.408
H -4.86 -3.29 -0.61  0.530
H 2.30 0.30 5.24  0.569
C 2.72 -7.91 0.79  -0.731
H -1.79 0.22 -2.33  -0.735
C -0.53 3.73 -1.45  -0.362
Pb -0.74 1.11 0.26  -0.679
H 3.97 -2.57 -2.49  0.413
C -4.20 0.67 2.19  -0.290
N 0.62 4.01 -0.86  -1.065
H 2.51 5.12 -0.11  0.382
H -3.08 4.34 -5.27  0.409
C -1.95 4.08 -3.46  -0.249
C -0.76 4.35 -2.80  0.442
H 3.49 -8.59 1.13  0.389
H 3.47 -1.42 2.85  0.440
H 4.24 0.19 -1.13  0.311
H 5.33 -1.16 -0.88  0.694
H 0.27 -4.49 -2.41  0.465
H -0.40 -4.55 2.20  0.471
C 3.49 -3.60 0.34  -0.075
S -1.20 3.69 2.82  0.351
C 2.58 4.76 0.91  -2.198
H -4.65 4.03 1.35  0.593
H -2.26 4.55 0.96  -0.152
C 1.52 0.62 3.26  -0.423
C 5.50 -1.26 2.11  -1.458
H -2.93 3.45 4.46  0.484
C 2.67 3.07 3.33  -1.029
C -3.72 -1.55 -3.04  -1.156
C -3.72 0.70 3.63  -1.217
C -3.94 -2.78 -0.32  -0.943
C -1.13 -3.85 1.79  -1.639
C 3.92 -1.47 -2.50  -1.068
S -3.59 1.93 1.05  0.489
H -1.22 -1.86 0.92  -1.033
H 4.41 -4.18 0.35  0.253
C 4.00 -0.95 2.02  0.077
C 2.27 -4.18 0.29  -0.578
H -3.95 -2.67 0.77  0.254
H 2.22 5.55 1.58  0.366
H -3.89 -0.66 -3.66  0.265
C 0.50 -7.51 -0.02  -1.176
H 3.62 2.00 -2.93  0.576
N 0.80 3.22 0.23  2.031
C 2.59 1.71 -3.04  -1.217
C 0.62 1.35 -4.36  -1.203
H 2.91 -1.20 -2.79  -0.102
C -0.48 -2.51 1.40  2.036
Ge 3.24 -1.65 0.35  0.947
H 0.08 1.36 -5.30  0.533
H -1.85 0.53 -4.05  0.325
C 1.86 1.31 -1.95  -0.438
C -2.64 4.38 1.97  -0.376
H -2.76 -2.00 -3.33  0.197
H 1.04 -2.07 -2.33  -0.065
Ge 1.00 -2.67 0.12  -1.167
O -1.46 2.97 -1.00  -0.088
C -2.15 4.56 -4.75  -0.917
H 3.62 4.55 1.17  0.461
H -0.01 -5.46 -0.37  0.425
H 3.11 4.06 3.34  0.539
H -4.29 3.29 2.89  0.474
H -4.51 -2.27 -3.28  0.406
C 0.76 -6.15 -0.05  0.805
H 5.91 -0.96 3.08  0.433
C -3.88 3.50 1.91  -1.298
N 1.38 1.42 2.21  2.432
H 1.28 -9.46 0.43  0.386
H 4.59 -1.11 -3.28  0.390
C -0.43 -3.66 -2.30  -1.512
C 1.48 -8.40 0.40  -0.430
H -2.69 3.47 -2.96  0.487
H -1.27 -4.01 -1.69  0.143
C -1.85 3.28 4.46  -1.170
H -5.30 0.68 2.16  0.545
H -1.42 3.98 5.18  0.604
C 0.25 -2.43 -1.68  1.943
H -0.83 -3.43 -3.29  0.430
H -3.88 -0.26 1.71  -0.410
H -0.13 -2.01 2.30  -0.203
C -1.52 1.86 4.91  -0.749
H -4.19 -0.12 4.17  0.639
H -0.45 1.75 5.08  0.137
N 0.57 0.94 -2.00  1.769
H -5.74 -0.26 0.08  0.264
H -5.26 0.85 -1.21  0.289
C 1.92 1.74 -4.27  -0.822
C -0.05 0.94 -3.18  -0.104
C 0.23 5.11 -3.42  -0.257
H 3.82 0.12 2.10  -0.227
C -5.38 -0.21 -0.95  -1.210
C 0.02 5.59 -4.70  -0.791
C 2.22 0.99 4.41  -1.030
H -2.90 5.35 2.41  0.653
C 4.30 -0.90 -1.13  -0.620
H -0.48 -1.62 -1.58  -1.000

Values from the calculation:
**Gap between HOMO and LUMO**: 0.2842 Ha
**E**: -7970.73126 hartree

no.,molecular weight (g/mol)
1,615.80
2,1172.74